Computed, not measured: C2H6N4S2 in the gas phase at a distorted geometry, with ωB97M-V with the def2-TZVPD basis set.

Values from the calculation:
* 2S+1: 1
* gap between HOMO and LUMO (spin up / spin down): 7.1 / 7.6 eV

Element x y z (Å)
C  1.48653  0.43506  0.19822
C  0.54845  1.01046  1.08381
N  -0.82440  0.56234  0.93127
N  -0.12043  -1.04552  -0.65160
N  -1.08035  -0.07689  -0.23734
N  -1.44116  0.75107  -1.35511
S  3.00904  0.40128  -0.32679
S  0.11277  -2.48972  0.26842
H  1.02151  0.62221  1.98516
H  0.73246  2.09345  1.21733
H  -1.15494  -0.12107  1.62232
H  -0.56555  0.93580  -2.02901
H  -2.20815  0.23706  -1.83578
H  0.48423  -3.31556  -0.87091

natural (NBO) population analysis, charges in e, atoms 1 to 2: C -0.025; C -0.449